Computed, not measured: a 7-piece molecular cluster, C24H38N7O11 overall at a distorted geometry, with ωB97M-V with the def2-TZVPD basis set.

Results
Total charge: -1
LUMO level in hartree: 0.029
ΔE to the lowest compared entry with this formula, charge and spin in kcal per mole: 52.1
Frontier orbital gap in hartree: 0.261
HOMO level in eV: -6.319

```
80
Properties=species:S:1:pos:R:3:forces:R:3
H 3.4554 1.1187 1.6710 3.0 -1.5 -3.1
C -2.5805 -4.2995 -2.1134 0.5 -1.1 1.0
H -0.7089 4.5026 -2.3718 -0.2 -1.9 -0.3
H -0.2120 1.7668 -5.9459 -0.1 0.3 -1.2
O 1.0819 -0.1460 -5.8987 -0.2 -1.9 1.9
H -1.2376 -1.8525 -0.5220 -0.2 0.4 -0.1
H 3.5718 -8.1898 -0.5821 -0.1 1.7 -0.5
H -3.4953 -4.8388 -2.2549 -1.2 0.8 -0.3
H 3.1383 4.3831 3.7693 -0.2 0.5 1.3
H -1.6107 4.6209 1.2540 -1.0 -0.1 1.0
C 4.0533 2.0102 4.4776 0.4 -1.3 -1.9
H 4.7010 -4.0136 -2.1491 0.1 0.3 -0.2
C 2.8441 1.3870 2.3984 -3.9 2.6 3.8
C -5.3376 1.0815 0.1892 5.0 -2.6 5.8
H -3.7188 3.5808 -0.5840 6.3 12.3 4.8
C -2.3797 4.2793 4.1462 4.2 3.6 -6.5
C -4.1646 2.8830 -0.8446 -7.6 -12.1 -4.8
O 0.9306 -1.3943 -4.0313 0.0 0.9 -1.4
H 4.6290 2.7196 4.9939 0.3 1.9 1.0
H -0.2164 2.4827 -0.9791 0.4 -0.2 1.2
O 0.8916 -1.9666 1.2039 -2.1 2.4 1.1
O -5.3577 0.1875 1.0915 -1.5 1.5 -2.7
C -0.5920 3.4510 -2.8083 1.6 -0.6 -2.9
H 2.7860 4.0354 2.2438 -1.3 -0.1 -2.2
N -4.1883 1.7895 0.0952 -0.1 0.5 -1.7
O -4.9707 -2.8859 -1.3154 2.9 1.6 -0.4
O 5.8068 -5.9533 -3.4144 -2.3 -2.6 3.1
H -2.0084 -4.4362 -3.0564 0.1 0.2 0.9
C 3.4371 -7.0655 -0.6419 -0.5 3.4 2.2
N 0.1382 -0.9376 1.5528 0.5 -0.9 -0.1
C 0.2240 1.0257 -2.5373 0.0 1.1 -3.3
O 4.1833 0.8551 4.7607 -0.1 -2.0 1.2
H 3.0941 -2.9519 -0.3575 -0.2 0.4 0.0
O -0.7046 -0.9821 2.4951 1.4 -0.6 -1.2
H -0.1680 2.0810 2.6520 -1.5 0.8 1.2
H -2.9798 0.5442 1.2341 0.8 -2.4 -0.5
H -3.2392 1.9433 1.7551 0.2 1.8 2.5
C -2.9705 1.5113 0.8600 1.3 2.6 -1.5
C 3.1266 -4.0147 -0.4544 2.5 -4.7 -2.0
H -1.9004 2.0395 0.4860 -3.3 -2.0 0.6
H -2.6262 3.5989 4.7453 -3.1 -5.0 6.1
O 5.3070 -7.9615 -2.5980 -0.2 1.0 0.1
H -0.1588 4.1135 1.7977 2.9 -1.7 -1.1
O -2.7970 5.3793 3.8935 -1.1 0.9 0.6
C 2.5096 -6.4012 0.5466 4.0 4.0 -6.5
C -0.2208 2.0321 -4.9276 0.4 0.4 5.2
H -1.3251 1.3870 3.6787 -0.5 1.4 0.7
H -0.5356 -3.0115 -1.4223 1.0 -1.5 -0.5
N -2.6262 -2.9191 -1.6703 -2.3 0.7 -0.1
H -3.6629 2.5513 -1.6768 2.3 -1.0 -2.1
C 0.2710 0.8737 -4.0262 -1.8 3.8 1.4
C 4.2801 -6.1416 -1.5991 -3.8 1.8 3.6
C -1.3111 -2.3199 -1.5077 -1.1 3.3 -0.1
C -0.1132 2.3292 -2.0154 -1.3 0.1 -2.9
H -5.1001 2.9181 -1.4366 -0.3 1.1 1.4
H -2.2191 -4.9195 -1.2378 0.6 0.5 -1.1
H -6.0011 1.5080 -0.4511 -3.1 0.4 -1.7
H -3.7662 -1.3703 -0.8112 0.5 2.1 0.6
H 1.9494 1.8802 1.9189 0.9 -0.4 0.5
C -3.8602 -2.2903 -1.2868 -0.5 -5.3 -0.8
O 0.2559 0.1411 0.9169 0.2 -0.6 0.0
N 5.1712 -6.7503 -2.5802 1.9 1.9 -2.4
N 3.4591 2.3836 3.3393 -1.1 0.3 -1.5
H 4.5969 4.2718 2.7013 -3.0 -1.7 0.4
C 4.1022 -4.6208 -1.5037 -2.5 -3.3 3.0
C -0.6329 3.3789 -4.3226 1.5 -5.2 3.0
H 0.4932 0.1568 -1.9187 -0.1 0.7 0.0
N 0.7937 -0.3851 -4.7051 -0.2 2.4 -0.1
H 1.9425 -6.9292 1.2585 -0.4 -0.8 0.5
H 0.1767 2.6259 4.2863 -2.7 -1.7 -0.9
C -0.8168 2.3788 3.5867 5.6 0.6 -0.8
H 1.8581 -4.1586 1.2308 0.6 -2.0 -1.3
C -0.9995 4.5387 2.1666 -0.7 -0.1 1.9
C 3.4543 3.7574 2.9752 4.4 1.7 0.7
H -1.0103 4.2035 -4.8889 0.0 0.1 -0.4
H 2.4339 0.5623 2.9853 0.4 0.0 -0.2
H -0.6317 5.4770 2.5194 -0.4 1.0 0.0
N -1.3416 3.7456 3.4117 -1.7 0.2 -2.4
H -1.0539 -1.5097 -2.3003 -0.5 -1.6 1.1
C 2.4043 -4.8558 0.4606 0.8 -0.9 0.5
```
Positions in Å, forces in eV/Å.

Computed, not measured: a 10-piece molecular cluster, C24H39Cl18I2N2O overall at a distorted geometry, with ωB97M-V with the def2-TZVPD basis set.

Results
Total charge: +1
LUMO level in hartree: -0.116
Frontier orbital gap in hartree: 0.306
HOMO level in eV: -11.473

```
86
Properties=species:S:1:pos:R:3:forces:R:3
H -1.5542 -5.5706 -5.0093 0.3 0.0 -0.2
H 1.0255 7.9903 3.8432 -0.1 -0.3 0.1
H -4.5732 0.2344 -1.1176 -0.3 -1.9 -1.8
C -3.7795 -0.3361 1.5937 -1.1 -2.2 1.6
H -4.0468 0.5573 2.3393 1.1 -1.9 -1.8
H 2.8394 4.4291 -1.6525 -0.9 -1.2 2.1
Cl -1.9846 -5.7553 4.8697 0.1 -0.1 0.1
H -5.2685 -7.1727 0.4611 -0.1 0.2 -0.2
H -0.2278 -0.0461 -1.8364 -1.2 -0.1 1.0
Cl 13.9140 -1.1702 -4.9972 -0.1 -0.1 0.0
H -2.6179 -7.8186 3.9112 0.1 0.3 0.0
C -2.5996 -5.5166 -1.4993 0.2 -0.4 -0.1
Cl 0.4140 -6.7899 -5.4746 -0.1 0.0 0.1
H 6.7146 0.8515 2.9894 -0.1 -0.2 -0.2
Cl 7.5032 -0.7966 1.4932 0.0 0.1 0.1
Cl -3.2581 -4.8569 -3.0013 -0.1 -0.3 0.1
N -0.7557 0.1187 -0.9461 -2.7 0.2 3.4
C -1.4190 0.8093 1.2553 2.6 -0.3 -1.4
H -2.7531 3.6930 4.7760 2.1 1.5 -1.6
H 11.9458 0.0492 -4.5318 0.3 0.0 -0.2
Cl -5.6936 -7.5237 -1.8352 0.0 -0.1 0.1
C 1.9144 2.3361 -0.9947 1.3 0.2 0.1
H -2.2121 1.0319 3.4893 1.8 0.6 -1.4
C -0.9885 -5.8073 -5.9136 -0.4 -0.2 0.1
H -1.5767 -5.8568 -1.6783 -0.2 0.2 0.0
Cl 0.8560 5.7558 3.0979 0.0 -0.1 -0.2
I 4.2896 3.6234 0.5842 -1.0 0.3 -0.5
H 2.0712 1.0259 0.8690 -2.1 1.3 -1.0
C -5.9833 -6.7718 -0.2617 -0.2 -0.3 0.3
Cl 0.2358 6.8237 5.7386 0.0 0.1 0.0
Cl -2.5846 -4.2957 -0.2210 0.4 -0.2 0.1
Cl -1.5481 9.5218 2.3993 -0.1 0.0 -0.2
H -7.0018 -7.0017 0.0604 0.3 0.1 -0.2
H -1.6175 -6.3738 -6.6046 0.3 0.2 0.1
H -5.1475 -1.4859 -3.9737 0.3 1.9 1.5
C 0.3190 7.1731 4.0077 -0.2 0.3 0.0
Cl 4.7407 -0.1377 2.1513 -0.1 0.1 0.0
H -4.7650 -0.5603 1.0049 2.3 0.5 0.7
C -1.8377 10.2737 3.9727 -0.1 0.1 0.4
C 1.2472 1.7326 0.3729 0.5 -0.2 0.1
H 1.2289 2.2885 -1.9414 1.1 0.3 1.9
C -3.0817 -1.3890 -1.6904 -0.3 0.3 2.5
C 8.1602 -0.7168 -2.5705 0.1 -0.4 0.1
C -2.1567 -0.4591 -0.6524 2.0 1.5 1.2
C -1.9996 -6.9762 3.5914 0.1 -0.6 0.1
H 1.1478 2.6516 1.1273 -0.4 -2.2 -1.6
H -0.4165 1.7977 3.1832 -2.0 -0.9 -1.1
H -0.6731 7.4667 3.6560 0.3 -0.3 0.1
C -1.4581 1.5124 2.7369 -2.0 2.1 -2.1
C -4.5920 -0.7609 -1.7680 -0.5 -0.2 0.4
C 6.3929 0.4761 2.0150 0.2 0.3 0.0
H 7.6550 -1.5629 -3.0427 0.1 0.3 0.0
H -2.2986 -3.8153 3.4365 -2.3 2.2 -0.9
Cl -1.6441 12.0286 3.8843 0.0 -0.1 0.1
H 11.8825 -0.7541 -6.1271 0.3 0.2 0.1
H -2.7501 5.1159 3.2306 1.3 -1.3 2.1
H -5.3164 -1.5091 -1.1846 1.6 1.5 -1.3
C -2.2777 3.0546 2.3755 -0.7 1.1 3.8
H -1.1229 9.8729 4.6955 -0.1 0.1 -0.2
H -0.9767 -7.3164 3.4123 -0.3 0.2 0.0
Cl 6.9468 0.4503 -2.0315 -0.1 0.0 0.1
I -2.1024 -1.6700 -3.6430 -0.1 0.5 1.3
O -3.6577 3.2673 3.0784 4.4 -0.4 -2.5
C -3.0421 -2.9663 3.0461 -1.5 9.2 -4.8
H 2.9034 1.7127 -1.2375 -2.4 1.2 0.4
C -5.1883 -0.5440 -3.2779 -1.2 0.9 0.8
N -2.5649 -0.0489 0.7444 5.0 1.8 -3.3
Cl -2.6581 -6.3164 2.0893 0.1 -0.2 0.2
C 2.4763 3.8789 -0.6745 -0.9 -0.5 -0.9
H -3.1735 -2.4404 -1.1333 0.5 2.4 -1.6
H -2.8563 10.0438 4.2948 0.2 0.1 -0.2
C -3.4463 -1.7386 2.4415 3.3 -7.7 3.6
H 6.4118 1.2870 1.2827 -0.1 -0.3 0.1
Cl 9.2714 0.0132 -3.7357 0.0 -0.1 0.0
Cl -5.7896 -5.0169 -0.3501 -0.2 0.0 0.1
C -0.1716 0.9430 0.1773 -6.1 -2.0 2.3
H -6.3474 -0.2924 -3.1402 2.5 -0.5 -0.3
C 12.5115 -0.1876 -5.4362 -0.3 -0.1 0.1
H -4.7099 0.4232 -3.7337 -0.8 -2.1 0.6
C -2.4157 4.1178 3.7410 -4.3 -2.5 -4.1
H 8.7297 -1.0635 -1.7048 -0.1 0.2 -0.2
H -3.2179 -6.3590 -1.1794 0.0 0.3 -0.1
Cl -0.4906 -4.3004 -6.6922 -0.1 0.1 0.0
H -2.0634 3.5751 1.2544 -0.8 -1.5 3.4
Cl 13.0094 1.3193 -6.2148 -0.1 0.0 0.0
H 1.6965 4.5212 -0.0638 1.7 -1.3 -1.3
```
Positions in Å, forces in eV/Å.

Computed, not measured: C24H39CrF3O2P as an isolated structure at a distorted geometry, with ωB97M-V with the def2-TZVPD basis set.

Results
Total charge: 0
LUMO level (spin up / spin down) in hartree: 0.006 / 0.018
ΔE to the lowest compared entry with this formula, charge and spin in kcal per mole: 25.6
Frontier orbital gap (spin up / spin down) in hartree: 0.294 / 0.310
HOMO level (spin up / spin down) in eV: -7.832 / -7.935
Multiplicity: 2

```
70
Properties=species:S:1:pos:R:3:forces:R:3
H -4.1080 0.4608 -0.8326 0.0 0.0 0.0
H -0.9426 -1.9964 4.3702 0.1 0.0 0.0
H 1.8886 -2.1999 -2.3599 0.0 0.0 -0.1
H 3.7094 3.3654 1.1052 0.0 0.0 0.0
H 1.5347 -3.7109 -1.5487 0.0 -0.1 0.0
C 1.3816 -2.6331 -1.4947 0.2 -0.1 0.0
H 1.0121 3.9977 -3.0803 0.0 0.0 0.0
H -1.8631 -1.0081 -4.3768 0.0 0.0 0.0
H 1.1132 2.3521 -3.6668 0.1 -0.1 0.0
H 1.8783 -2.2549 -0.6019 -0.1 -0.1 -0.1
C 2.9311 -0.9892 2.9917 0.1 -0.1 0.1
C 0.5931 2.9939 -2.9604 -0.1 -0.1 -0.1
H -3.1617 -3.2840 0.9048 0.0 0.0 -0.1
C 0.1994 3.2876 2.0766 -0.1 0.1 0.0
C -1.8199 -2.6502 2.4929 0.1 0.1 -0.1
H -0.8724 3.1572 2.2202 0.0 0.0 0.0
H -0.4733 0.8483 -3.4993 0.0 0.1 0.0
C 0.7873 2.5962 -1.5329 -0.2 -0.4 -0.3
H -0.5181 -2.1285 -4.2527 0.1 0.0 0.1
C -0.9605 -3.9162 2.4020 0.0 0.0 0.0
O 2.2161 -0.5255 0.7089 0.5 -0.5 -0.1
H -3.7091 -3.7126 2.5277 0.0 -0.1 0.0
H -0.8914 -4.2644 1.3717 0.0 0.0 -0.1
H -0.5699 -2.6602 -0.5517 0.1 0.1 -0.1
C 2.0018 2.1273 -0.9935 0.3 0.0 0.5
H 3.8130 0.9982 -1.1320 0.0 0.0 0.0
H 0.6968 2.7409 2.8715 0.0 0.0 0.0
C -0.0772 2.9438 -0.4819 -0.4 -0.2 0.2
C 3.2117 1.6702 -1.7422 0.0 -0.1 -0.1
H 2.9431 1.1305 -2.6510 0.0 0.0 0.0
C -2.3131 -0.4650 -1.5374 0.0 -0.3 -0.4
C -3.2176 -2.9390 1.9369 0.0 0.0 0.0
H -2.5904 -0.1364 -2.5445 0.0 0.0 0.1
H -0.4398 -0.7955 -5.3787 0.0 0.1 0.0
H 0.4208 4.3512 2.2033 0.0 0.0 0.0
F 2.1664 -1.8543 3.6704 -0.1 0.0 0.0
C -0.1356 -0.1716 -3.3350 0.1 0.1 -0.2
H -2.6655 1.3793 -0.4319 0.0 0.0 0.0
H -3.0325 -0.0661 0.4691 0.0 -0.1 0.1
H -3.8383 -2.0437 1.9637 0.0 0.0 0.0
H -2.5235 -1.2964 4.0348 0.0 0.0 0.0
H -1.4089 -4.7068 3.0051 0.0 -0.1 0.0
O 1.2518 0.5662 2.2999 0.0 0.1 0.6
C 1.9640 2.3800 0.4003 0.3 -0.1 0.3
H 3.8491 1.6150 1.1349 0.0 0.0 0.0
P -0.4632 -0.5213 -1.5679 0.2 -0.1 0.7
C 2.0911 -0.2639 1.9291 0.1 -0.2 0.0
C -1.1789 -1.5744 1.7145 0.0 -0.1 0.2
C 3.1566 2.4425 1.3034 0.1 0.0 -0.1
H 0.0485 -3.7270 2.7651 0.0 0.0 0.0
C -1.4330 3.5505 -0.6596 -0.1 0.2 0.0
C -3.0660 0.3745 -0.5196 0.0 0.1 0.1
H 3.8531 2.5039 -2.0377 0.0 0.1 0.0
C 0.6426 2.8125 0.7283 0.0 0.3 0.5
H 0.9493 -0.1473 -3.4667 0.0 0.0 0.0
C -0.7760 -1.0798 -4.3807 0.0 -0.1 -0.1
H -1.9730 3.6224 0.2830 0.0 -0.1 0.0
H -0.4537 3.0596 -3.2545 -0.1 -0.1 0.0
C -1.9264 -2.2038 3.9541 -0.1 0.0 0.1
H -0.6217 -2.8146 -2.3012 0.0 0.0 0.0
H 2.8775 2.4443 2.3550 0.0 0.0 0.0
Cr 0.6328 0.6823 0.3037 -0.3 1.1 -1.4
F 3.9460 -1.6735 2.4639 0.0 0.0 -0.2
H -2.0603 2.9895 -1.3524 0.1 0.0 -0.1
F 3.4394 -0.1205 3.8749 0.0 0.1 0.0
C -0.1046 -2.3130 -1.4784 -0.3 -0.2 0.0
H -2.3988 -2.9861 4.5512 0.0 0.0 0.0
H -1.3572 4.5673 -1.0550 0.1 0.0 0.0
H -2.6468 -1.5055 -1.4663 0.0 0.1 0.0
C -0.6085 -0.6714 1.1384 -0.4 0.3 -0.1
```
Positions in Å, forces in eV/Å.

no.,calculated total energy (eV)
1,-58437.505
2,-272130.311
3,-75478.021